Record 1
C17H30IN3O2S | wB97M-V/def2-TZVPD

E_tot   -45614.6090 eV
Total charge   0
LUMO level   -2.034 eV
Strongest force on any atom   6.86 eV Å⁻¹
Spin multiplicity   1
Frontier orbital gap   7.538 eV

Cartesian coordinates (Å):
1 C 2.5782 -1.0629 2.4053
2 C 3.9573 -1.7266 2.0207
3 C 4.4345 -2.8720 3.0046
4 C 5.0525 -0.5839 1.9851
5 S 5.9928 -0.5223 0.3841
6 I 7.5288 1.3143 0.6377
7 C 4.6906 -0.0435 -0.8668
8 O 4.7127 1.1291 -1.2375
9 O 3.8141 -0.8647 -1.2832
10 H 2.0405 -0.8480 1.4376
11 H 1.9623 -1.6747 3.1108
12 H 2.7044 -0.0515 2.8931
13 H 3.8991 -2.1913 0.9959
14 H 5.5646 -2.8762 2.9644
15 H 4.1217 -3.8856 2.6362
16 H 4.1463 -2.7140 4.0728
17 H 5.8347 -0.6825 2.7891
18 H 4.6225 0.4508 2.1181
19 C -2.2237 0.8686 1.3485
20 C -2.1277 1.8446 2.5148
21 C -0.8925 1.6062 3.3887
22 C -0.9342 0.2380 3.9714
23 N -0.9678 -0.8188 4.4211
24 H -2.3243 -0.1635 1.6936
25 H -3.0974 1.0923 0.7400
26 H -1.3383 0.9328 0.7094
27 H -3.0318 1.7621 3.1219
28 H -2.0963 2.8634 2.1242
29 H -0.8595 2.3355 4.2004
30 H 0.0210 1.7139 2.7991
31 C 0.9121 -0.7764 -6.2117
32 C 1.5827 -1.1312 -4.8885
33 C 3.0114 -0.5931 -4.7807
34 C 3.8545 -1.1695 -5.8624
35 N 4.5032 -1.6160 -6.6992
36 H 1.4379 -1.2189 -7.0605
37 H -0.1122 -1.1543 -6.2321
38 H 0.8773 0.3069 -6.3554
39 H 1.5878 -2.2186 -4.7739
40 H 0.9875 -0.7244 -4.0674
41 H 3.4427 -0.8605 -3.8129
42 H 3.0189 0.4956 -4.8646
43 C -7.4007 0.2768 1.1398
44 C -7.6894 1.4342 0.1896
45 C -6.4365 1.9401 -0.5308
46 C -5.4419 2.4311 0.4594
47 N -4.6737 2.8108 1.2245
48 H -6.7225 0.5748 1.9422
49 H -8.3240 -0.0694 1.6077
50 H -6.9534 -0.5661 0.6066
51 H -8.1464 2.2515 0.7540
52 H -8.4206 1.1099 -0.5548
53 H -6.6949 2.7567 -1.2073
54 H -5.9849 1.1405 -1.1222

Cartesian forces, eV/Å:
C -0.033 0.470 -0.546
C 0.323 -0.108 0.360
C 0.898 0.130 -0.560
C -0.101 1.041 0.591
S 0.655 -1.098 1.015
I -0.693 -0.424 -0.064
C -5.156 1.781 -4.159
O 1.792 -0.301 1.337
O 3.042 -0.461 2.544
H 0.218 -0.351 1.114
H 0.481 0.327 -0.868
H 0.077 -1.122 -0.334
H -0.138 0.622 0.958
H -1.097 -0.196 0.158
H -0.003 1.025 0.537
H 0.036 -0.084 -0.942
H -0.673 -0.128 -0.900
H 0.287 -1.122 -0.321
C 0.084 -0.113 -0.044
C -0.100 -0.090 -0.229
C -0.303 -0.515 0.135
C 0.293 0.574 -0.086
N -0.012 0.082 -0.072
H 0.098 0.032 0.032
H 0.123 0.009 0.023
H -0.021 -0.043 0.027
H 0.103 0.107 0.020
H 0.001 -0.026 0.135
H 0.069 -0.121 0.032
H -0.001 -0.095 0.060
C -0.074 -0.038 -0.006
C -0.278 -0.006 -0.166
C 0.162 -0.476 -0.334
C -0.107 0.384 0.491
N -0.107 0.006 0.063
H 0.037 0.059 0.047
H 0.028 0.059 -0.004
H 0.000 -0.050 -0.021
H 0.076 0.070 0.083
H 0.150 -0.019 0.051
H 0.065 0.082 -0.064
H 0.081 -0.056 -0.041
C -0.037 -0.025 0.026
C -0.166 -0.219 0.210
C 0.123 0.200 0.533
C -0.261 -0.058 -0.595
N -0.347 0.091 -0.089
H 0.021 -0.002 -0.074
H 0.050 -0.018 -0.045
H -0.012 0.026 0.051
H 0.049 0.029 -0.122
H 0.081 0.104 -0.052
H 0.150 0.005 0.040
H 0.068 0.055 0.064

---

Record 2
C17H30N13NdSSe3SiTe | wB97M-V/def2-TZVPD

E_tot   -274815.2047 eV
Total charge   -2
LUMO level (spin up / spin down)   4.138 / 4.138 eV
Strongest force on any atom   4.63 eV Å⁻¹
Spin multiplicity   4
<S²>   3.75
Frontier orbital gap (spin up / spin down)   5.520 / 5.523 eV

Cartesian coordinates (Å):
1 Nd 8.2709 10.0787 9.7073
2 C 10.5231 7.0595 9.8339
3 C 9.1097 6.5655 10.0173
4 N 8.0963 7.2756 9.2391
5 C 7.9259 6.8187 7.8152
6 C 8.9914 7.2299 6.9269
7 S 9.1822 9.0161 6.6688
8 C 10.9602 9.3298 7.0118
9 C 11.5381 8.7152 8.3230
10 N 10.6292 8.5051 9.4739
11 H 10.9413 6.4702 9.0100
12 H 11.0961 6.7838 10.7298
13 H 8.6824 6.6577 11.0660
14 H 9.0479 5.5195 9.8338
15 H 7.2274 7.2892 9.7076
16 H 6.9656 7.1643 7.4714
17 H 7.9345 5.6937 7.8995
18 H 8.8511 6.6897 5.9151
19 H 10.0832 6.9508 7.2280
20 H 10.8109 10.4195 7.1279
21 H 11.5724 9.1265 6.2008
22 H 12.3717 9.2939 8.6758
23 H 12.0305 7.7796 8.0921
24 H 11.0834 8.9507 10.2028
25 Se 5.7245 9.5401 7.6871
26 Se 4.3488 7.7522 8.4790
27 Te 4.1303 8.3273 10.9613
28 Se 6.4892 8.2658 11.8116
29 C 5.4485 12.9482 9.6346
30 C 6.2271 12.7319 10.8958
31 C 5.8986 13.5440 11.9743
32 C 6.6568 13.4236 13.1461
33 C 7.7054 12.5986 13.2366
34 C 7.8688 11.6149 12.1430
35 N 7.1496 11.8230 11.0408
36 N 8.7894 10.6331 12.0957
37 Si 9.6896 10.2807 13.5480
38 C 10.9106 11.7648 13.9691
39 C 8.5233 9.8383 15.0067
40 C 10.6278 8.7090 13.2473
41 H 4.9929 13.9472 9.4949
42 H 4.7235 12.1967 9.4157
43 H 6.0588 12.9414 8.7812
44 H 5.0552 14.1975 12.0027
45 H 6.6676 14.0997 14.0519
46 H 8.3521 12.5942 14.0861
47 H 11.9723 11.3770 13.9955
48 H 10.5569 12.3451 14.8306
49 H 10.8996 12.5240 13.1583
50 H 8.8048 10.4421 15.8823
51 H 8.6160 8.7851 15.1828
52 H 7.4515 10.0745 14.8213
53 H 11.4743 8.8865 12.6222
54 H 9.8084 8.1246 12.8271
55 H 10.9324 8.2413 14.1758
56 N 10.2694 13.4244 8.7687
57 C 9.2446 12.9958 7.8856
58 N 9.0033 13.5346 6.6930
59 N 7.9792 12.7923 6.1797
60 N 7.6287 11.9059 7.0291
61 N 8.4005 11.9989 8.1170
62 C 10.9386 12.5202 9.5460
63 N 12.1466 12.7737 10.0821
64 N 12.3742 11.6882 10.8037
65 N 11.4420 10.8458 10.7504
66 N 10.5028 11.3058 9.8679
67 H 10.8951 14.0786 8.3467

Cartesian forces, eV/Å:
Nd -0.147 -1.054 -0.269
C 0.088 -0.005 -0.464
C -2.289 1.228 1.550
N 1.668 0.529 -2.357
C -0.455 -1.605 3.312
C 3.714 -0.629 -2.696
S -0.025 0.048 0.238
C -2.173 0.860 2.590
C -0.342 -0.058 -0.396
N -0.734 -1.997 -1.783
H 0.148 0.128 0.160
H 0.046 0.365 -0.089
H 0.971 0.162 -0.795
H 0.203 -1.292 -0.392
H -1.270 -0.264 0.691
H -0.324 0.067 -0.108
H -0.210 0.665 -0.562
H 0.125 0.942 1.356
H -2.118 -0.053 -0.210
H 0.735 -0.262 -0.036
H 1.187 -0.433 -1.594
H 0.299 0.889 0.002
H -0.099 -0.523 -0.323
H 0.846 1.318 2.040
Se -0.186 -0.026 0.269
Se 0.406 0.340 0.359
Te 0.066 -0.074 -0.257
Se -0.265 0.186 0.030
C -0.053 0.779 -0.297
C -2.101 2.239 1.239
C 0.019 -0.216 0.708
C 0.521 1.832 1.394
C 0.434 -2.684 -1.710
C 1.610 1.062 1.904
N 0.460 -1.492 -1.748
N -0.586 0.236 0.667
Si -0.065 1.097 -0.314
C -0.115 -0.429 -0.833
C -0.374 1.540 -0.385
C -0.678 0.274 0.608
H -0.041 -0.391 0.984
H -0.625 -0.718 0.202
H 1.333 -0.468 -1.149
H -0.353 0.399 -0.496
H -1.058 -0.316 -1.254
H 0.278 -0.103 0.373
H -1.102 0.573 0.469
H 0.557 -0.407 0.335
H -0.055 -0.657 0.107
H 0.062 -0.423 0.069
H 0.015 -0.590 0.372
H 0.700 -0.217 -0.163
H 0.424 -0.189 -0.734
H 0.324 -0.492 -0.435
H 0.123 -0.117 0.246
N -1.151 -0.161 -1.035
C 0.165 0.377 -0.480
N 0.316 -0.033 0.039
N 0.485 0.863 0.211
N -0.259 -0.273 -0.227
N 0.277 -0.541 0.906
C 0.610 -0.833 0.312
N -1.066 0.324 -0.488
N 2.146 0.321 1.258
N -0.735 -0.623 -1.018
N -0.424 0.569 0.332
H 0.116 0.436 -0.234

---

Record 3
C17H30N3O4PS2 | wB97M-V/def2-TZVPD

E_tot   -61725.0208 eV
Total charge   0
LUMO level   -0.873 eV
Strongest force on any atom   6.67 eV Å⁻¹
Spin multiplicity   1
Frontier orbital gap   7.493 eV

Cartesian coordinates (Å):
1 C -3.6014 4.2748 0.3027
2 C -2.7561 4.2856 -1.1322
3 N -2.4803 2.8177 -1.4645
4 P -0.8692 2.3033 -0.8861
5 C 0.8874 1.6658 -0.4834
6 C 1.1539 1.4398 1.1521
7 C 2.1446 2.6632 1.6138
8 S 3.0690 2.3357 3.2349
9 C 4.4373 3.6674 3.2111
10 S 5.5036 3.9745 4.4995
11 N 4.6042 4.5068 1.9321
12 C 5.6585 4.1962 0.8714
13 C 5.3781 5.3399 -0.2921
14 N 4.2076 6.2311 0.1481
15 C 3.7394 5.7120 1.5087
16 H -3.5311 3.1661 0.7318
17 H -3.1097 5.0699 1.0126
18 H -4.7435 4.5057 0.1537
19 H -1.7821 4.9470 -1.0841
20 H -3.4446 4.7553 -1.9606
21 H -2.4390 2.7937 -2.5279
22 H -1.3845 0.9871 -0.5892
23 H -0.3563 2.6714 -2.2128
24 H -0.7943 3.3850 0.1054
25 H 1.6446 2.4817 -0.9130
26 H 1.1758 0.6572 -1.0136
27 H 1.6183 0.3761 1.3425
28 H 0.1265 1.5930 1.7331
29 H 1.5809 3.6975 1.7145
30 H 2.9971 2.7306 0.7813
31 H 6.4634 3.3342 0.8798
32 H 5.9327 5.4690 -1.3185
33 H 2.8327 6.1117 2.1732
34 O -1.5755 -1.1009 -2.6976
35 C -1.9766 -1.7546 -1.7489
36 C -2.5398 -3.1414 -1.8251
37 C -3.2122 -3.2841 -0.4831
38 C -2.3821 -2.3885 0.3988
39 O -1.9343 -1.3333 -0.4509
40 H -1.7194 -3.8541 -1.9471
41 H -3.2565 -3.2314 -2.6446
42 H -3.2601 -4.3160 -0.1253
43 H -4.2373 -2.8988 -0.5433
44 H -1.5064 -2.9034 0.8075
45 H -2.9670 -1.9737 1.2249
46 O -2.7988 -6.5190 0.3974
47 C -1.6031 -6.5600 0.1587
48 C -0.9533 -7.4247 -0.8787
49 C 0.4980 -7.3685 -0.4737
50 C 0.6063 -6.0152 0.1788
51 O -0.6671 -5.7834 0.7792
52 H -1.1177 -6.9837 -1.8657
53 H -1.3412 -8.4452 -0.8406
54 H 1.1908 -7.5004 -1.3090
55 H 0.7039 -8.1536 0.2641
56 H 0.8007 -5.2183 -0.5466
57 H 1.3853 -5.9936 0.9465

Cartesian forces, eV/Å:
C 0.583 -0.104 -0.278
C -1.424 -0.078 0.291
N -0.427 2.448 -1.395
P 0.831 -0.636 -1.018
C 2.283 -0.138 0.915
C -0.207 1.049 -0.345
C 0.616 0.112 -1.372
S 1.286 2.221 -1.042
C 0.679 0.671 0.111
S -2.313 -0.906 -2.533
N 0.030 1.056 -2.375
C -2.854 4.288 -2.116
C -2.118 -1.797 5.145
N 1.701 -4.892 4.199
C 3.566 -1.455 -3.491
H -0.035 2.590 -0.756
H -1.189 -1.650 -1.087
H 2.328 -0.334 0.206
H -1.754 -1.188 0.100
H 1.421 -0.938 1.559
H -0.065 -0.262 1.787
H 0.080 0.820 0.030
H -0.009 -0.326 0.756
H -0.116 -0.958 -0.516
H -1.393 -1.683 1.047
H -0.890 1.920 0.773
H -0.946 2.257 -0.152
H 2.132 -0.686 -1.121
H 1.098 -2.281 -0.373
H -1.928 0.118 1.902
H -2.135 2.032 0.413
H -1.340 -0.209 2.463
H 2.483 -1.030 -1.751
O -0.512 -0.542 1.805
C 0.925 1.048 -1.596
C -0.536 -0.200 0.060
C -0.659 -0.708 0.256
C -0.118 -0.251 0.803
O 0.142 0.207 -0.927
H -0.013 0.074 -0.151
H 0.433 0.007 -0.092
H -0.016 0.243 0.049
H 0.163 -0.044 0.035
H -0.061 0.028 -0.030
H 0.251 0.123 -0.159
O 1.998 0.263 0.037
C -2.080 0.162 0.252
C 0.283 -0.465 -0.015
C 0.650 -0.616 -0.279
C 0.785 0.258 0.037
O -0.885 -0.215 -0.015
H -0.148 -0.088 0.060
H -0.246 0.324 -0.180
H -0.042 0.070 0.168
H 0.012 0.145 -0.124
H -0.019 -0.031 0.054
H -0.281 0.177 -0.025

---

Record 4
C17H30N3O4S2 | wB97M-V/def2-TZVPD

E_tot   -52432.1745 eV
Total charge   +1
LUMO level   -4.031 eV
Strongest force on any atom   6.99 eV Å⁻¹
Spin multiplicity   1
Frontier orbital gap   7.896 eV

Cartesian coordinates (Å):
1 C -2.0125 -1.8301 3.3035
2 C -2.6639 -0.8678 2.6642
3 C -3.7654 -0.1169 1.7554
4 N -5.1962 -0.2834 2.0469
5 C -5.8573 0.5476 1.0519
6 N -4.9140 1.2191 0.1344
7 C -3.5452 0.8548 0.5423
8 N -2.2152 1.2443 0.0352
9 C -1.9893 0.8348 -1.3937
10 C -0.5037 1.3321 -1.9007
11 C 0.4656 1.7832 -0.6809
12 C 0.2935 3.3986 -0.3978
13 H -1.3753 -2.7181 3.6974
14 H -5.5699 -0.8605 2.8225
15 H -7.0097 0.6025 1.0791
16 H -5.1651 1.8438 -0.6533
17 H -2.1722 2.2770 0.0806
18 H -2.0134 -0.2985 -1.5841
19 H -2.8341 1.3444 -2.0201
20 H 0.0597 0.5219 -2.4911
21 H -0.7026 2.2954 -2.5289
22 H 1.5854 1.6579 -1.0322
23 H 0.3696 1.1406 0.2717
24 H -0.7800 3.7643 -0.6285
25 H 0.4860 3.6734 0.7208
26 H 1.0098 3.9529 -1.1194
27 C 4.0924 2.1187 2.5071
28 C 5.5815 2.3382 2.2311
29 C 5.7884 2.2346 0.7195
30 S 4.2430 2.7298 -0.0313
31 O 3.6704 1.5876 -0.7107
32 O 4.4214 4.0074 -0.6843
33 C 3.3542 2.9829 1.4941
34 H 3.8262 2.3861 3.5324
35 H 3.8395 1.0637 2.3556
36 H 5.8724 3.3365 2.5754
37 H 6.2025 1.6141 2.7643
38 H 6.5860 2.8952 0.3761
39 H 5.9987 1.2074 0.4143
40 H 2.3096 2.6997 1.3675
41 H 3.4288 4.0421 1.7528
42 C -2.1208 -4.6444 -1.4587
43 C -0.9488 -5.6073 -1.6536
44 C 0.1863 -4.8217 -2.3119
45 S -0.0232 -3.1195 -1.8045
46 O -0.3439 -2.3268 -2.9705
47 O 1.0406 -2.7589 -0.8944
48 C -1.5195 -3.3767 -0.8671
49 H -2.8886 -5.0668 -0.8062
50 H -2.5829 -4.4240 -2.4270
51 H -0.6200 -5.9829 -0.6786
52 H -1.2324 -6.4718 -2.2589
53 H 1.1644 -5.1787 -1.9859
54 H 0.1201 -4.8602 -3.4011
55 H -2.1717 -2.5079 -0.9602
56 H -1.2373 -3.5255 0.1781

Cartesian forces, eV/Å:
C -3.300 4.723 -3.954
C 1.220 -4.844 1.566
C 1.429 0.843 -0.603
N 2.590 4.006 -5.087
C 1.418 -0.584 0.554
N -0.073 -3.362 4.396
C -1.068 -2.800 3.510
N -3.059 -0.460 0.308
C 0.537 0.138 -1.774
C -0.141 0.897 0.809
C 1.021 0.789 -0.557
C -0.185 -0.563 0.241
H -1.432 2.335 -0.717
H 0.052 0.706 -0.911
H 2.310 0.204 -0.500
H -0.007 -0.672 0.874
H 0.225 -0.699 0.068
H -0.292 1.686 0.833
H 1.613 -1.082 0.630
H -1.370 1.211 0.717
H 0.656 -1.919 0.801
H -2.463 0.080 0.673
H -0.151 1.032 -1.558
H 1.597 -0.567 0.268
H -0.134 -0.387 -2.150
H -1.206 -0.741 1.434
C 0.021 -0.172 0.116
C 0.104 0.072 0.257
C 0.556 -0.213 0.211
S 0.146 0.418 -0.043
O 0.233 0.336 -0.083
O -0.249 -0.489 -0.153
C -0.260 -0.030 0.483
H 0.011 -0.034 -0.111
H -0.023 0.104 0.010
H -0.041 -0.107 -0.039
H -0.052 0.103 -0.083
H -0.196 -0.094 -0.159
H -0.118 0.128 -0.077
H 0.146 0.038 -0.156
H -0.002 -0.075 -0.127
C -0.179 -0.076 -0.122
C -0.060 -0.240 0.130
C 0.099 -0.565 -0.206
S 0.398 -0.029 0.232
O 0.116 0.126 0.323
O -0.291 0.224 -0.409
C -0.472 -0.112 0.223
H 0.062 0.050 -0.078
H 0.017 0.014 0.109
H -0.037 0.042 -0.102
H 0.064 0.104 0.081
H -0.044 0.243 -0.106
H 0.035 0.151 0.118
H 0.179 0.031 -0.004
H 0.047 0.081 -0.109